DFT (ωB97M-V/def2-TZVPD) results for a molecular structure, C4H4LiNaO2.

Summary:
E_LUMO: -0.78 eV
HOMO energy: -0.2261 Eh

XYZ file:
```
12
Properties=species:S:1:pos:R:3:nbo_charge:R:1
C 1.064 0.946 0.041 0.36
O 2.151 0.322 0.184 -0.76
H 1.092 2.061 0.090 0.12
Na 1.470 -1.723 0.383 0.84
O -2.441 -0.008 0.626 -0.77
C -1.441 0.955 0.262 0.00
C -1.178 1.050 -1.174 -0.72
C -0.164 0.278 -0.175 -0.74
H -2.289 -0.319 1.522 0.47
H -1.392 1.798 0.964 0.17
H -0.788 2.038 -1.469 0.18
Li -1.604 -0.932 -1.136 0.86
```

---

DFT (ωB97M-V/def2-TZVPD) results for a molecular structure, C35H40N2O3S5SiSn at a distorted geometry.

Summary:
E_LUMO: -1.19 eV
HOMO energy: -0.2827 Eh

XYZ file:
```
87
Properties=species:S:1:pos:R:3:lowdin_charge:R:1
Sn -1.053 -0.169 -0.268 0.67
S -3.552 0.374 -1.117 0.60
C -3.579 -0.291 -2.727 -0.67
C -4.828 -0.113 -3.382 -0.14
C -5.147 -0.723 -4.577 -0.08
C -4.182 -1.550 -5.183 -0.08
C -2.898 -1.672 -4.602 -0.11
C -2.588 -1.037 -3.395 -0.52
S -0.903 -1.270 -2.817 0.90
C 0.118 0.032 -3.630 -0.33
C -0.273 1.399 -3.230 -0.32
C -0.252 2.423 -4.204 0.01
C -0.611 3.718 -3.823 -0.04
C -0.770 4.027 -2.482 0.00
C -0.536 2.991 -1.550 -0.30
C -0.378 3.404 -0.125 -0.31
S -0.509 2.055 1.155 0.91
C 1.176 1.897 1.620 -0.55
C 1.682 2.876 2.486 -0.11
C 2.637 2.562 3.436 -0.07
C 3.201 1.271 3.465 -0.07
C 2.791 0.313 2.536 -0.12
C 1.840 0.644 1.528 -0.71
S 1.492 -0.509 0.320 0.61
N -0.487 1.676 -1.918 0.05
H -5.542 0.569 -2.874 0.10
H -6.166 -0.574 -4.968 0.12
H -4.367 -2.092 -6.119 0.10
H -2.117 -2.333 -5.042 0.11
H 0.002 -0.126 -4.712 0.10
H 1.158 -0.240 -3.275 0.10
H -0.012 2.235 -5.280 0.14
H -0.730 4.507 -4.589 0.13
H -0.999 5.046 -2.161 0.13
H -1.195 4.097 0.184 0.10
H 0.641 3.839 -0.016 0.08
H 1.248 3.869 2.387 0.11
H 2.990 3.305 4.142 0.10
H 3.991 1.016 4.207 0.12
H 3.260 -0.688 2.524 0.11
C -3.801 -1.416 1.818 -0.23
Si -2.021 -1.981 1.572 0.65
C -1.884 -3.692 0.706 -0.63
C -2.279 -4.828 1.674 -0.09
C -2.810 -3.761 -0.540 -0.09
C -0.427 -3.910 0.183 -0.09
C -1.230 -1.870 3.330 -0.60
C -2.194 -2.527 4.360 -0.09
C 0.167 -2.581 3.340 -0.09
C -0.969 -0.432 3.823 -0.10
H -4.409 -2.155 2.359 0.04
H -4.253 -1.211 0.833 -0.03
H -3.818 -0.459 2.377 0.05
H -3.228 -4.630 2.165 0.07
H -1.547 -4.952 2.495 0.07
H -2.317 -5.764 1.107 0.09
H -3.850 -3.473 -0.256 0.09
H -2.813 -4.775 -0.953 0.09
H -2.514 -3.118 -1.347 0.03
H 0.338 -3.668 0.929 0.06
H -0.273 -3.277 -0.699 0.04
H -0.372 -4.977 -0.091 0.09
H -2.384 -3.584 4.134 0.06
H -3.168 -2.003 4.434 0.08
H -1.741 -2.542 5.366 0.09
H 0.081 -3.615 3.006 0.05
H 0.547 -2.602 4.362 0.09
H 0.887 -2.048 2.712 0.04
H -1.818 0.237 3.738 0.07
H -0.137 0.076 3.330 0.05
H -0.695 -0.480 4.882 0.09
O 2.678 4.478 0.071 -0.35
S 3.549 4.185 -1.062 0.65
O 4.132 5.320 -1.739 -0.32
N 2.908 2.980 -2.001 -0.06
C 3.537 1.777 -1.900 -0.57
O 3.237 0.715 -2.445 -0.02
C 4.690 1.841 -0.971 -0.13
C 5.522 0.791 -0.483 0.00
C 6.479 1.073 0.489 -0.08
C 6.715 2.396 0.873 -0.08
C 5.936 3.419 0.348 -0.06
C 4.886 3.134 -0.490 -0.22
H 5.391 -0.193 -0.932 0.11
H 7.063 0.319 0.992 0.09
H 7.497 2.563 1.599 0.10
H 6.158 4.460 0.576 0.12
```

---

DFT (ωB97M-V/def2-TZVPD) results for a molecular structure, C28H51Cl4CoF8O7 at a distorted geometry.

Summary:
E_LUMO (alpha / beta): -3.20 / -3.50 eV
HOMO energy (alpha / beta): -0.4116 / -0.4115 Eh
net charge: +1
spin multiplicity: 4

XYZ file:
```
99
Properties=species:S:1:pos:R:3:lowdin_charge:R:1
Co 19.420 -6.390 -1.489 0.98
C 17.600 -6.607 -4.159 -0.23
O 18.569 -6.243 -3.230 -0.36
H 16.835 -5.833 -4.318 0.06
H 18.018 -6.753 -5.164 0.04
H 17.137 -7.553 -3.850 0.07
C 15.153 -1.454 -3.964 -0.06
C 16.573 -2.048 -4.052 -0.41
C 16.931 -2.325 -5.504 -0.28
F 18.219 -2.750 -5.634 0.07
F 16.121 -3.250 -6.064 0.10
F 17.502 -1.256 -3.452 0.13
F 16.564 -3.234 -3.351 0.08
O 15.124 -0.220 -4.639 0.03
C 13.872 0.140 -5.096 -0.53
C 13.991 1.542 -5.743 -0.29
F 12.899 1.858 -6.463 0.11
F 14.240 2.491 -4.817 0.11
F 13.452 -0.729 -6.039 0.15
F 12.972 0.122 -4.088 0.16
H 14.943 -1.307 -2.902 0.15
H 14.500 -2.238 -4.353 0.15
H 16.812 -1.397 -6.073 0.18
H 14.847 1.484 -6.428 0.17
C 19.387 -11.921 -6.502 -0.17
C 19.561 -10.586 -5.775 -0.17
C 18.848 -9.629 -6.731 -0.22
O 19.111 -10.115 -8.041 -0.13
C 19.613 -11.465 -7.936 -0.19
H 18.402 -12.371 -6.378 0.12
H 20.141 -12.654 -6.215 0.11
H 20.632 -10.411 -5.682 0.10
H 19.053 -10.650 -4.811 0.11
H 19.286 -8.640 -6.555 0.10
H 17.780 -9.530 -6.519 0.10
H 20.675 -11.339 -8.177 0.12
H 19.208 -12.135 -8.694 0.12
C 16.100 -4.370 1.010 -0.14
C 15.428 -5.481 0.214 -0.14
C 16.371 -5.578 -0.974 -0.21
O 17.684 -5.467 -0.392 -0.23
C 17.591 -4.502 0.691 -0.15
H 15.881 -4.403 2.079 0.12
H 15.828 -3.345 0.752 0.12
H 14.414 -5.229 -0.093 0.11
H 15.358 -6.436 0.732 0.12
H 16.230 -4.814 -1.738 0.10
H 16.271 -6.547 -1.462 0.10
H 17.980 -3.549 0.324 0.11
H 18.215 -4.829 1.522 0.13
C 21.420 -2.823 -0.561 -0.14
C 20.232 -2.221 -1.320 -0.12
C 19.627 -3.445 -2.060 -0.17
O 20.426 -4.568 -1.697 -0.23
C 21.736 -4.113 -1.320 -0.15
H 21.210 -3.036 0.489 0.12
H 22.279 -2.151 -0.543 0.12
H 20.609 -1.457 -1.998 0.12
H 19.516 -1.729 -0.665 0.11
H 19.666 -3.271 -3.137 0.12
H 18.569 -3.550 -1.848 0.09
H 22.348 -3.870 -2.191 0.13
H 22.218 -4.869 -0.708 0.12
C 22.535 -8.114 -4.056 -0.13
C 22.838 -8.833 -2.735 -0.14
C 22.198 -7.984 -1.645 -0.15
O 21.160 -7.220 -2.323 -0.24
C 21.667 -6.932 -3.634 -0.20
H 22.081 -8.824 -4.744 0.10
H 23.413 -7.687 -4.537 0.12
H 23.913 -8.986 -2.643 0.12
H 22.418 -9.837 -2.659 0.12
H 22.921 -7.248 -1.276 0.12
H 21.832 -8.563 -0.801 0.13
H 22.241 -6.003 -3.601 0.12
H 20.819 -6.779 -4.296 0.08
C 15.454 -6.749 -7.373 -0.18
C 15.048 -8.197 -7.142 -0.16
C 13.519 -8.034 -7.127 -0.20
O 13.284 -6.825 -6.419 -0.16
C 14.358 -5.917 -6.717 -0.19
H 15.471 -6.552 -8.447 0.12
H 16.426 -6.521 -6.941 0.05
H 15.384 -8.526 -6.156 0.09
H 15.398 -8.861 -7.929 0.12
H 13.044 -8.892 -6.650 0.12
H 13.131 -7.918 -8.146 0.13
H 14.746 -5.565 -5.760 0.08
H 14.054 -5.122 -7.399 0.12
C 13.677 -7.875 -3.421 -1.01
Cl 13.636 -6.156 -3.014 0.57
Cl 13.671 -8.906 -1.984 0.53
H 12.854 -8.124 -4.080 0.03
H 14.610 -8.032 -3.952 0.00
C 20.209 -4.659 -6.629 -1.01
Cl 21.652 -5.677 -6.763 0.57
Cl 18.848 -5.245 -7.609 0.57
H 19.914 -4.621 -5.585 0.00
H 20.403 -3.652 -6.981 0.03
```

---

DFT (ωB97M-V/def2-TZVPD) results for a single C3H5NOS molecule at a distorted geometry.

Summary:
SMILES string: [H]/N=C1/CCSO1
E_LUMO: 0.81 eV
HOMO energy: -0.3107 Eh

XYZ file:
```
11
Properties=species:S:1:pos:R:3:nbo_charge:R:1
H -0.085 2.953 0.123 0.37
N -0.669 2.126 0.155 -0.64
C -0.087 1.041 -0.018 0.57
C -0.681 -0.269 -0.176 -0.51
C 0.367 -1.373 0.238 -0.52
S 2.001 -0.596 -0.231 0.51
O 1.424 0.913 -0.003 -0.70
H -1.539 -0.465 0.355 0.25
H -1.067 -0.551 -1.241 0.24
H 0.251 -1.498 1.230 0.20
H 0.085 -2.282 -0.433 0.24
```

---

DFT (ωB97M-V/def2-TZVPD) results for a molecular structure, C25H42N5O5SSiSn at a distorted geometry.

Summary:
E_LUMO: 2.37 eV
HOMO energy: -0.1638 Eh
net charge: -1

XYZ file:
```
80
Properties=species:S:1:pos:R:3:lowdin_charge:R:1
Sn -0.183 0.070 0.102 1.23
C 2.037 -2.231 -1.603 -0.14
C 3.108 -1.118 -1.550 -0.64
C 2.954 -0.337 -2.864 -0.12
C 4.490 -1.779 -1.547 -0.10
Si 2.701 0.028 -0.023 0.72
C 3.379 -0.839 1.594 -0.62
C 2.756 -0.162 2.834 -0.12
C 2.896 -2.300 1.632 -0.12
C 4.903 -0.825 1.758 -0.10
C 3.651 1.718 -0.262 -0.63
C 5.111 1.604 -0.718 -0.10
C 3.615 2.505 1.056 -0.12
C 2.890 2.574 -1.295 -0.11
H 2.212 -2.886 -2.470 0.08
H 1.033 -1.811 -1.711 0.03
H 2.037 -2.858 -0.709 0.05
H 3.029 -1.029 -3.715 0.08
H 3.731 0.421 -2.992 0.06
H 1.977 0.159 -2.926 0.08
H 4.641 -2.328 -2.488 0.08
H 4.597 -2.498 -0.729 0.06
H 5.298 -1.045 -1.457 0.06
H 1.664 -0.151 2.787 0.04
H 3.096 0.869 2.962 0.05
H 3.045 -0.719 3.739 0.09
H 1.813 -2.368 1.478 0.07
H 3.114 -2.735 2.618 0.08
H 3.389 -2.923 0.882 0.06
H 5.281 0.192 1.901 0.06
H 5.421 -1.259 0.897 0.06
H 5.185 -1.406 2.649 0.08
H 5.716 1.026 -0.015 0.06
H 5.553 2.609 -0.795 0.08
H 5.197 1.132 -1.701 0.06
H 4.261 2.055 1.816 0.06
H 2.602 2.582 1.463 0.05
H 3.970 3.533 0.892 0.09
H 2.960 2.170 -2.308 0.06
H 3.304 3.594 -1.314 0.09
H 1.833 2.644 -1.034 0.03
C 1.965 2.404 8.503 -0.05
C 1.600 2.952 7.144 -0.27
C 1.621 2.135 6.018 -0.02
C 1.272 2.628 4.771 -0.04
C 0.883 3.957 4.656 -0.28
C 0.841 4.792 5.767 -0.05
C 1.209 4.284 7.003 -0.04
S 0.395 4.597 3.079 0.61
O -0.376 5.784 3.312 -0.29
O 1.544 4.652 2.220 -0.29
N -0.594 3.457 2.463 -0.14
C -1.838 3.162 3.230 -0.19
C -2.315 1.738 2.970 -0.09
C -1.196 0.730 3.196 -0.63
O -1.159 0.080 4.228 0.05
O -0.274 0.654 2.253 -0.37
H 2.532 1.478 8.413 0.07
H 1.061 2.193 9.081 0.08
H 2.559 3.125 9.067 0.08
H 1.904 1.092 6.112 0.12
H 1.284 1.971 3.904 0.09
H 0.506 5.814 5.643 0.11
H 1.188 4.930 7.876 0.11
H -0.066 2.594 2.267 0.06
H -2.592 3.883 2.926 0.12
H -1.669 3.287 4.302 0.12
H -2.681 1.642 1.946 0.08
H -3.123 1.515 3.663 0.12
N -0.507 2.448 -0.466 -0.01
H -1.501 2.583 -0.287 -0.02
H -0.317 2.772 -1.407 0.06
H -0.015 3.055 0.186 0.02
O -2.422 -0.895 -1.124 -0.35
N -3.307 -0.822 -1.991 -0.09
C -4.055 0.273 -1.991 -0.34
C -5.120 0.372 -2.952 -0.23
N -5.992 0.478 -3.698 0.11
C -3.807 1.378 -1.108 -0.18
N -3.521 2.239 -0.396 0.14
```

---

DFT (ωB97M-V/def2-TZVPD) results for 2 unconnected molecules or ions with the total composition C3H7FS at a distorted geometry.

Summary:
E_LUMO (alpha / beta): -0.32 / 0.31 eV
HOMO energy (alpha / beta): -0.2971 / -0.3085 Eh

XYZ file:
```
12
Properties=species:S:1:pos:R:3:nbo_charge:R:1
C -1.319 -0.250 -0.867 -0.72
C -0.537 0.814 -1.428 -0.31
C 1.336 -0.484 2.132 -0.01
F 2.015 -1.671 1.750 -0.36
S 1.067 0.692 0.946 0.09
H -0.750 -1.250 -0.705 0.22
H -1.737 0.059 0.128 0.22
H -2.269 -0.545 -1.385 0.23
H 0.560 0.734 -1.642 0.18
H -1.033 1.589 -2.012 0.17
H 0.314 -0.588 2.510 0.15
H 2.354 0.900 0.573 0.13
```

---

Copy entry 6 word for word.
DFT (ωB97M-V/def2-TZVPD) results for 2 unconnected molecules or ions with the total composition C3H7FS at a distorted geometry.

Summary:
E_LUMO (alpha / beta): -0.32 / 0.31 eV
HOMO energy (alpha / beta): -0.2971 / -0.3085 Eh

XYZ file:
```
12
Properties=species:S:1:pos:R:3:nbo_charge:R:1
C -1.319 -0.250 -0.867 -0.72
C -0.537 0.814 -1.428 -0.31
C 1.336 -0.484 2.132 -0.01
F 2.015 -1.671 1.750 -0.36
S 1.067 0.692 0.946 0.09
H -0.750 -1.250 -0.705 0.22
H -1.737 0.059 0.128 0.22
H -2.269 -0.545 -1.385 0.23
H 0.560 0.734 -1.642 0.18
H -1.033 1.589 -2.012 0.17
H 0.314 -0.588 2.510 0.15
H 2.354 0.900 0.573 0.13
```